DFT (ωB97M-V with the def2-TZVPD basis set) results for 2 unconnected molecules or ions with the total composition C4H10NO at a distorted geometry.

The geometry in XYZ format:
```
16
Properties=species:S:1:pos:R:3:lowdin_charge:R:1
C 0.12 0.99 2.92 -0.1031
C 0.05 0.05 1.74 -0.0904
C 0.18 0.60 0.50 -0.0957
N 0.11 0.02 -0.86 0.0175
C 1.20 -0.24 -1.57 0.1525
H 0.19 0.45 3.95 0.1065
H 1.00 1.81 2.88 0.1314
H -0.90 1.52 3.00 0.1054
H 0.00 -0.93 1.79 0.0642
H 0.02 1.70 0.26 0.1497
H -0.76 -0.38 -1.29 0.1301
H 0.99 -1.01 -2.45 0.1415
H 2.36 0.05 -1.34 0.1835
H -1.42 -0.81 -3.42 0.0570
H -1.61 -2.36 -3.42 0.2340
O -1.52 -1.45 -2.66 -0.1839
```

Its total energy is -288.0188 Ha. Its multiplicity is 1. The total charge is +1.